7 unconnected molecules or ions with the total composition C22H30O21 at a distorted geometry, computed with ωB97M-V/def2-TZVPD.

Its SMILES is C[C@H]1COC(=O)O1.O=C1OCCO1.O=C1OCCO1.O=C1OCCO1.O=C1OCCO1.O=C1OCCO1.O=C1OCCO1. The value obtained for the calculated total energy is -66298.544 eV. The calculation puts the energy above the lowest of the compared OMol25 structures with the same formula, charge and spin at 30.0 kJ/mol. As for the LUMO energy: -0.0008 Ha. The HOMO energy is -10.4 eV.

Positions of all 73 atoms, in Å:
O  3.9003  -3.2254  -1.8963
H  -0.4733  -0.6684  -0.7661
H  5.2609  -0.6053  -0.8690
C  -4.1714  -1.5131  1.9181
C  -2.6679  0.1313  -4.2903
O  -4.0290  -2.8798  1.5040
H  -2.8511  0.8394  -2.2470
C  -2.9158  -3.0364  0.7574
C  1.4493  -1.9013  -4.3269
O  -2.3214  -1.8464  0.5175
H  1.6144  -0.8680  1.7872
H  -4.0489  -1.4713  2.9978
H  -0.2862  -2.7279  -3.2795
O  1.3920  -1.4671  -5.6717
H  -3.3510  -0.0282  0.5156
H  0.5055  -3.9146  -4.3212
H  5.9202  -3.4127  -1.5077
H  -0.8219  1.5404  0.2139
O  -0.4881  -0.1796  3.2437
O  -3.3283  3.3243  -5.2752
O  3.6398  -1.7196  -0.2827
H  -1.0763  3.7439  6.2697
H  5.6016  -1.9292  0.2645
H  -0.6874  5.3307  5.5946
C  1.0229  4.0136  5.5085
H  -2.3017  -0.4049  1.9234
C  1.8152  -0.1970  2.6213
C  0.1709  3.7035  3.4125
O  1.8369  -2.7869  -1.1162
C  3.0119  -2.5943  -1.0985
H  -1.7480  -0.4005  -4.0673
H  -4.3500  0.0672  -2.8767
H  -3.2794  -0.5440  -4.8994
C  5.1887  -2.6520  -1.7724
H  1.2507  -1.0838  -3.6298
O  0.4363  2.3550  -1.2279
C  0.8406  -0.4731  3.7385
O  0.1624  0.4743  -2.3751
C  0.9527  0.5366  4.8881
H  1.5991  4.8942  5.7937
H  1.5699  1.4051  4.6401
O  -0.5839  -2.4121  -5.2793
O  -2.3770  1.2945  -5.0585
C  0.1896  -1.7869  -6.2038
H  1.4191  0.1066  5.7761
O  -0.3871  0.9307  5.1664
C  -3.2299  2.2838  -4.7207
H  5.5100  -2.1738  -2.6959
O  0.1188  3.5341  2.2382
C  -3.4874  0.6788  -3.1218
H  -5.1475  -1.1457  1.6169
O  -3.9430  1.9332  -3.6187
O  -0.1365  -1.5496  -7.3161
H  0.8520  1.4288  0.5913
O  -2.5068  -4.0807  0.3666
H  1.7096  0.8591  2.3851
C  5.0354  -1.6387  -0.6188
H  2.8402  -0.3843  2.9476
O  -2.3261  0.8396  4.0288
C  -3.0157  -0.7939  1.2116
O  1.3140  3.6997  4.1439
H  1.2806  -0.3935  -0.9204
H  1.3975  3.2079  6.1421
H  2.3806  -2.3451  -3.9811
O  -0.8955  3.8645  4.2083
C  -1.1705  0.5753  4.1144
C  -0.4864  4.2600  5.5203
C  0.2973  0.0606  -1.0074
H  0.8422  -1.4924  4.1200
C  0.1583  1.3749  -0.2421
C  0.2563  -2.8588  -4.2132
C  0.1528  1.8333  -2.4522
O  -0.0063  2.4616  -3.4411

=====

A molecular structure, C22H30O2PmSi at a distorted geometry, computed with ωB97M-V/def2-TZVPD.

Its expectation value of S² is 6.012. As for the spin multiplicity: 5. The value obtained for the calculated total energy is -51818.343 eV. As for the LUMO energy (spin up / spin down): -0.1318 / -0.1234 Ha. Its net charge is +1. The HOMO energy (spin up / spin down) is -9.2 / -9.2 eV.

Positions of all 56 atoms, in Å:
C  -0.8172  2.4031  -3.7146
Pm  -0.0314  -1.6932  0.9117
H  1.6624  -0.6500  3.3159
H  1.9209  -2.0131  4.4742
C  -0.9098  3.0692  -0.5870
C  1.6446  -1.7522  3.4373
H  -3.1811  -2.2079  0.8296
H  2.8406  -3.4383  2.7625
C  0.0416  1.8248  -5.9061
Si  -0.0929  1.3045  -1.1222
C  -0.5185  -2.6521  4.3004
C  -2.3233  -2.8334  0.5652
C  -3.2369  3.8528  -0.2717
H  3.6338  -1.8331  2.5139
C  -0.5178  -4.2617  0.7855
H  1.3974  2.9526  2.1892
H  -4.2999  3.6110  -0.3152
C  -0.1104  1.3520  -3.0768
H  2.9167  -4.1875  0.3250
C  -2.2993  2.8802  -0.6879
H  -1.8961  -2.2912  -1.5781
C  -0.5200  -3.7563  -0.5553
H  -2.6948  1.9182  -1.0395
H  2.1803  1.9973  0.9307
C  -0.4829  4.3293  -0.0507
C  -0.7316  2.6485  -5.0979
H  1.3725  0.1606  -5.9611
C  -2.8007  5.0603  0.2777
C  2.6734  -2.3853  2.4751
H  0.1483  2.0509  -6.9630
C  0.7189  0.7528  -5.3229
H  2.0975  1.2798  2.5356
H  -3.5332  5.7508  0.6919
H  -1.2036  3.5275  -5.5362
H  -0.4814  -3.7449  4.4281
C  0.6362  0.5010  -3.9410
H  -0.1485  -2.1661  5.2172
H  -1.5465  -2.3349  4.1151
C  1.5556  1.9420  1.8270
H  -1.1100  6.2247  0.8824
H  -1.9835  -4.0022  2.4565
H  0.1728  -4.9984  1.2069
H  0.1592  -4.0802  -1.3503
H  2.5811  -2.8793  -0.8412
C  -1.6489  -3.7195  1.4551
C  2.9739  -3.1005  0.1552
H  1.2435  -0.3068  -3.5227
H  1.3122  1.6618  -0.5089
H  -1.3404  3.1355  -3.0932
H  0.5725  1.4539  1.6839
H  4.0256  -2.7808  0.2180
O  2.1708  -2.3656  1.1048
C  -1.4230  5.3042  0.3869
O  0.2925  -2.2123  3.1596
C  -1.6352  -2.8626  -0.6873
H  0.5736  4.5595  0.1125

=====

A molecular structure, C22H31BrCl2DyN3O3 at a distorted geometry, computed with ωB97M-V/def2-TZVPD.

Its expectation value of S² is 9.332. As for the spin multiplicity: 6. The value obtained for the calculated total energy is -153103.426 eV. The calculation puts the energy above the lowest of the compared OMol25 structures with the same formula, charge and spin at 0.0 kJ/mol. As for the LUMO energy (spin up / spin down): -0.0171 / -0.0170 Ha. The HOMO energy (spin up / spin down) is -5.8 / -5.7 eV.

Positions of all 63 atoms, in Å:
C  -4.0744  2.2651  -4.2041
H  0.9365  -0.6301  -3.6550
H  -2.7115  2.0179  0.5908
C  3.6073  3.2877  2.6848
H  0.0012  -3.6203  0.3181
C  3.4156  -2.9583  -1.4467
O  -0.9923  0.5766  -1.8298
C  -1.3579  2.9124  -4.5427
H  0.0643  -2.0552  -3.0748
N  3.2933  1.8817  2.4364
H  1.3980  2.3413  1.8184
C  2.5353  -1.7762  -1.0556
N  -3.4118  0.5014  1.8855
H  -0.3028  3.1780  -4.6235
Br  2.0108  -2.6844  5.5841
C  -1.7349  1.8711  -3.6622
H  3.9913  -0.0845  2.3750
C  2.1271  1.5282  1.9183
H  -5.4777  0.2975  2.0968
C  -2.2397  0.2882  2.4777
Cl  -1.9398  -1.6855  -0.1305
Dy  -0.0484  0.0671  0.0559
C  1.5299  -1.2993  -1.7579
H  3.3566  -3.1577  -2.5255
H  -4.4798  -0.5653  3.3166
C  1.0852  -4.3833  3.4619
H  4.6879  0.9264  3.6912
H  -4.4280  3.7224  -5.7789
H  4.5013  3.5836  2.1183
H  1.1611  -0.9887  3.2948
C  1.0555  -1.5785  -3.1117
C  -0.7292  1.1336  -2.9165
Cl  0.8428  2.5107  -0.5942
H  -5.1335  2.0206  -4.0828
C  1.0202  -2.0173  2.9810
C  1.3291  -3.0698  3.8646
H  -2.0359  4.3500  -6.0000
H  5.2334  1.1713  2.0342
H  -4.4881  1.6989  0.5789
O  1.8364  0.3708  1.4977
H  4.4625  -2.7582  -1.1888
H  -4.6332  -1.2149  1.6614
H  0.3971  -5.5951  1.7831
H  -2.2877  -0.2449  3.4430
H  1.7352  -2.2053  -3.7115
C  -3.1114  1.5946  -3.4563
H  3.1154  -3.8822  -0.9302
C  -3.4935  1.2497  0.6276
C  0.6108  -4.6045  2.1675
H  -3.3718  0.5711  -0.2277
C  -3.6847  3.2385  -5.1418
H  2.7511  3.8940  2.3693
C  -4.5736  -0.2946  2.2603
C  4.3591  0.9080  2.6440
H  2.8190  -1.3576  -0.0774
H  0.3128  1.1505  -3.2796
N  0.5687  -2.2459  1.7411
H  -3.3928  0.8503  -2.7103
O  -1.1393  0.6630  1.9889
C  0.3843  -3.5019  1.3315
C  -2.3316  3.5762  -5.2844
H  3.8096  3.4579  3.7511
H  1.2598  -5.1968  4.1502

=====

C22H31ClN2O6S in the gas phase, computed with ωB97M-V/def2-TZVPD.

Its SMILES is CCOC(=O)C1CCN(C(=O)C2CCN(S(=O)(=O)c3cc(Cl)ccc3OCC)CC2)CC1. The value obtained for the calculated total energy is -61940.843 eV. The calculation puts the energy above the lowest of the compared OMol25 structures with the same formula, charge and spin at 8.6 kJ/mol. As for the LUMO energy: 0.0213 Ha. The HOMO energy is -8.6 eV.

Positions of all 63 atoms, in Å:
C  -3.9918  -0.4836  -1.9607
O  4.3249  0.5952  1.1483
C  -3.2352  0.0781  0.2344
H  3.8175  -3.2759  -0.9640
C  3.6760  -2.5426  -0.1631
H  -0.0711  3.3008  0.4360
C  1.0637  -0.0033  2.2453
H  2.9223  -1.7575  -2.7679
H  5.0081  -1.6317  1.2932
C  2.8496  3.0363  -1.1294
C  1.9284  -0.7485  -0.0135
O  -3.1150  0.4886  2.8793
H  -0.7297  -1.4875  -0.0512
C  4.7216  0.5327  0.0129
Cl  -4.6044  -1.6450  -3.0787
S  -2.8391  -0.5105  1.8958
H  6.4130  -0.5391  -0.6546
H  5.8161  -2.6963  0.1335
H  -3.9107  -1.8545  -0.2928
H  2.4213  3.9758  -0.7925
N  2.8230  -1.5051  -0.6957
C  -0.7717  -1.8406  0.9915
H  1.0516  -0.3054  3.2936
H  -3.0977  2.7574  -1.8260
N  -1.2043  -0.7863  1.8759
O  -2.5214  2.2247  0.7975
C  5.3334  -0.7177  -0.6173
C  -3.7277  -0.8545  -0.6517
C  -0.3509  0.3796  1.8212
C  5.0340  -1.9463  0.2490
H  3.0032  3.0822  -2.2048
H  4.9066  3.5647  -0.6789
H  -3.9647  1.1073  -3.3902
H  -0.7811  1.1173  2.4981
H  5.2510  -1.8433  -2.4380
H  2.1563  2.2275  -0.9081
O  1.3798  0.1968  -0.5588
H  0.5310  -2.7144  2.4469
H  0.9260  -3.1360  0.7687
H  5.0901  -0.1019  -2.6786
H  3.2055  -3.0553  0.6725
C  4.8012  -0.9330  -2.0374
H  4.0339  2.7694  0.6655
C  -3.7599  0.8190  -2.3710
C  -3.2657  1.7514  -1.4770
C  1.6180  -1.1696  1.4168
H  1.7244  0.8573  2.1377
H  -0.8368  3.1681  -1.1429
H  -3.0026  4.0345  -0.0998
C  -0.8519  3.7086  -0.1998
H  -0.6435  4.7580  -0.3901
O  4.7408  1.5514  -0.8393
O  -3.4717  -1.7906  2.0384
H  2.5507  -1.4837  1.8906
C  0.6074  -2.3275  1.4295
H  -2.1739  4.0622  1.4696
H  2.7979  -0.0867  -2.1854
C  -2.9903  1.3987  -0.1533
C  -2.2044  3.5725  0.4930
H  -1.5065  -2.6428  1.0686
C  4.1729  2.7963  -0.4196
C  3.2696  -1.0537  -2.0028
H  -0.3211  0.7872  0.8043

=====

Copy entry 2 word for word.
A molecular structure, C22H30O2PmSi at a distorted geometry, computed with ωB97M-V/def2-TZVPD.

Its expectation value of S² is 6.012. As for the spin multiplicity: 5. The value obtained for the calculated total energy is -51818.343 eV. As for the LUMO energy (spin up / spin down): -0.1318 / -0.1234 Ha. Its net charge is +1. The HOMO energy (spin up / spin down) is -9.2 / -9.2 eV.

Positions of all 56 atoms, in Å:
C  -0.8172  2.4031  -3.7146
Pm  -0.0314  -1.6932  0.9117
H  1.6624  -0.6500  3.3159
H  1.9209  -2.0131  4.4742
C  -0.9098  3.0692  -0.5870
C  1.6446  -1.7522  3.4373
H  -3.1811  -2.2079  0.8296
H  2.8406  -3.4383  2.7625
C  0.0416  1.8248  -5.9061
Si  -0.0929  1.3045  -1.1222
C  -0.5185  -2.6521  4.3004
C  -2.3233  -2.8334  0.5652
C  -3.2369  3.8528  -0.2717
H  3.6338  -1.8331  2.5139
C  -0.5178  -4.2617  0.7855
H  1.3974  2.9526  2.1892
H  -4.2999  3.6110  -0.3152
C  -0.1104  1.3520  -3.0768
H  2.9167  -4.1875  0.3250
C  -2.2993  2.8802  -0.6879
H  -1.8961  -2.2912  -1.5781
C  -0.5200  -3.7563  -0.5553
H  -2.6948  1.9182  -1.0395
H  2.1803  1.9973  0.9307
C  -0.4829  4.3293  -0.0507
C  -0.7316  2.6485  -5.0979
H  1.3725  0.1606  -5.9611
C  -2.8007  5.0603  0.2777
C  2.6734  -2.3853  2.4751
H  0.1483  2.0509  -6.9630
C  0.7189  0.7528  -5.3229
H  2.0975  1.2798  2.5356
H  -3.5332  5.7508  0.6919
H  -1.2036  3.5275  -5.5362
H  -0.4814  -3.7449  4.4281
C  0.6362  0.5010  -3.9410
H  -0.1485  -2.1661  5.2172
H  -1.5465  -2.3349  4.1151
C  1.5556  1.9420  1.8270
H  -1.1100  6.2247  0.8824
H  -1.9835  -4.0022  2.4565
H  0.1728  -4.9984  1.2069
H  0.1592  -4.0802  -1.3503
H  2.5811  -2.8793  -0.8412
C  -1.6489  -3.7195  1.4551
C  2.9739  -3.1005  0.1552
H  1.2435  -0.3068  -3.5227
H  1.3122  1.6618  -0.5089
H  -1.3404  3.1355  -3.0932
H  0.5725  1.4539  1.6839
H  4.0256  -2.7808  0.2180
O  2.1708  -2.3656  1.1048
C  -1.4230  5.3042  0.3869
O  0.2925  -2.2123  3.1596
C  -1.6352  -2.8626  -0.6873
H  0.5736  4.5595  0.1125

=====

Q: Look up the calculated total energy of the third one.
A: -153103.426 eV

=====

Please write out number 4 again, unchanged.
C22H31ClN2O6S in the gas phase, computed with ωB97M-V/def2-TZVPD.

Its SMILES is CCOC(=O)C1CCN(C(=O)C2CCN(S(=O)(=O)c3cc(Cl)ccc3OCC)CC2)CC1. The value obtained for the calculated total energy is -61940.843 eV. The calculation puts the energy above the lowest of the compared OMol25 structures with the same formula, charge and spin at 8.6 kJ/mol. As for the LUMO energy: 0.0213 Ha. The HOMO energy is -8.6 eV.

Positions of all 63 atoms, in Å:
C  -3.9918  -0.4836  -1.9607
O  4.3249  0.5952  1.1483
C  -3.2352  0.0781  0.2344
H  3.8175  -3.2759  -0.9640
C  3.6760  -2.5426  -0.1631
H  -0.0711  3.3008  0.4360
C  1.0637  -0.0033  2.2453
H  2.9223  -1.7575  -2.7679
H  5.0081  -1.6317  1.2932
C  2.8496  3.0363  -1.1294
C  1.9284  -0.7485  -0.0135
O  -3.1150  0.4886  2.8793
H  -0.7297  -1.4875  -0.0512
C  4.7216  0.5327  0.0129
Cl  -4.6044  -1.6450  -3.0787
S  -2.8391  -0.5105  1.8958
H  6.4130  -0.5391  -0.6546
H  5.8161  -2.6963  0.1335
H  -3.9107  -1.8545  -0.2928
H  2.4213  3.9758  -0.7925
N  2.8230  -1.5051  -0.6957
C  -0.7717  -1.8406  0.9915
H  1.0516  -0.3054  3.2936
H  -3.0977  2.7574  -1.8260
N  -1.2043  -0.7863  1.8759
O  -2.5214  2.2247  0.7975
C  5.3334  -0.7177  -0.6173
C  -3.7277  -0.8545  -0.6517
C  -0.3509  0.3796  1.8212
C  5.0340  -1.9463  0.2490
H  3.0032  3.0822  -2.2048
H  4.9066  3.5647  -0.6789
H  -3.9647  1.1073  -3.3902
H  -0.7811  1.1173  2.4981
H  5.2510  -1.8433  -2.4380
H  2.1563  2.2275  -0.9081
O  1.3798  0.1968  -0.5588
H  0.5310  -2.7144  2.4469
H  0.9260  -3.1360  0.7687
H  5.0901  -0.1019  -2.6786
H  3.2055  -3.0553  0.6725
C  4.8012  -0.9330  -2.0374
H  4.0339  2.7694  0.6655
C  -3.7599  0.8190  -2.3710
C  -3.2657  1.7514  -1.4770
C  1.6180  -1.1696  1.4168
H  1.7244  0.8573  2.1377
H  -0.8368  3.1681  -1.1429
H  -3.0026  4.0345  -0.0998
C  -0.8519  3.7086  -0.1998
H  -0.6435  4.7580  -0.3901
O  4.7408  1.5514  -0.8393
O  -3.4717  -1.7906  2.0384
H  2.5507  -1.4837  1.8906
C  0.6074  -2.3275  1.4295
H  -2.1739  4.0622  1.4696
H  2.7979  -0.0867  -2.1854
C  -2.9903  1.3987  -0.1533
C  -2.2044  3.5725  0.4930
H  -1.5065  -2.6428  1.0686
C  4.1729  2.7963  -0.4196
C  3.2696  -1.0537  -2.0028
H  -0.3211  0.7872  0.8043

=====

Repeat the fourth record exactly.
C22H31ClN2O6S in the gas phase, computed with ωB97M-V/def2-TZVPD.

Its SMILES is CCOC(=O)C1CCN(C(=O)C2CCN(S(=O)(=O)c3cc(Cl)ccc3OCC)CC2)CC1. The value obtained for the calculated total energy is -61940.843 eV. The calculation puts the energy above the lowest of the compared OMol25 structures with the same formula, charge and spin at 8.6 kJ/mol. As for the LUMO energy: 0.0213 Ha. The HOMO energy is -8.6 eV.

Positions of all 63 atoms, in Å:
C  -3.9918  -0.4836  -1.9607
O  4.3249  0.5952  1.1483
C  -3.2352  0.0781  0.2344
H  3.8175  -3.2759  -0.9640
C  3.6760  -2.5426  -0.1631
H  -0.0711  3.3008  0.4360
C  1.0637  -0.0033  2.2453
H  2.9223  -1.7575  -2.7679
H  5.0081  -1.6317  1.2932
C  2.8496  3.0363  -1.1294
C  1.9284  -0.7485  -0.0135
O  -3.1150  0.4886  2.8793
H  -0.7297  -1.4875  -0.0512
C  4.7216  0.5327  0.0129
Cl  -4.6044  -1.6450  -3.0787
S  -2.8391  -0.5105  1.8958
H  6.4130  -0.5391  -0.6546
H  5.8161  -2.6963  0.1335
H  -3.9107  -1.8545  -0.2928
H  2.4213  3.9758  -0.7925
N  2.8230  -1.5051  -0.6957
C  -0.7717  -1.8406  0.9915
H  1.0516  -0.3054  3.2936
H  -3.0977  2.7574  -1.8260
N  -1.2043  -0.7863  1.8759
O  -2.5214  2.2247  0.7975
C  5.3334  -0.7177  -0.6173
C  -3.7277  -0.8545  -0.6517
C  -0.3509  0.3796  1.8212
C  5.0340  -1.9463  0.2490
H  3.0032  3.0822  -2.2048
H  4.9066  3.5647  -0.6789
H  -3.9647  1.1073  -3.3902
H  -0.7811  1.1173  2.4981
H  5.2510  -1.8433  -2.4380
H  2.1563  2.2275  -0.9081
O  1.3798  0.1968  -0.5588
H  0.5310  -2.7144  2.4469
H  0.9260  -3.1360  0.7687
H  5.0901  -0.1019  -2.6786
H  3.2055  -3.0553  0.6725
C  4.8012  -0.9330  -2.0374
H  4.0339  2.7694  0.6655
C  -3.7599  0.8190  -2.3710
C  -3.2657  1.7514  -1.4770
C  1.6180  -1.1696  1.4168
H  1.7244  0.8573  2.1377
H  -0.8368  3.1681  -1.1429
H  -3.0026  4.0345  -0.0998
C  -0.8519  3.7086  -0.1998
H  -0.6435  4.7580  -0.3901
O  4.7408  1.5514  -0.8393
O  -3.4717  -1.7906  2.0384
H  2.5507  -1.4837  1.8906
C  0.6074  -2.3275  1.4295
H  -2.1739  4.0622  1.4696
H  2.7979  -0.0867  -2.1854
C  -2.9903  1.3987  -0.1533
C  -2.2044  3.5725  0.4930
H  -1.5065  -2.6428  1.0686
C  4.1729  2.7963  -0.4196
C  3.2696  -1.0537  -2.0028
H  -0.3211  0.7872  0.8043